No. 1
Formula: C17H35N5O3
Source: the OMol25 dataset
Level of theory: wB97M-V/def2-TZVPD

Element x y z (Å)
C (24.2512, 10.4167, -21.4747)
N (23.0177, 10.7459, -22.1551)
C (21.8319, 10.9695, -21.3753)
C (23.0573, 10.9292, -23.4923)
O (22.1335, 11.2988, -24.1876)
H (24.0787, 9.4331, -21.0099)
H (24.4924, 11.0543, -20.6182)
H (25.1537, 10.3155, -22.0641)
H (21.4751, 10.0367, -20.9316)
H (22.0124, 11.6895, -20.5762)
H (21.0656, 11.3496, -22.0461)
H (24.0622, 10.7044, -23.8695)
C (26.8012, 8.5430, -27.4067)
N (28.1678, 8.0563, -27.4307)
C (28.5520, 7.1095, -28.4576)
C (29.0092, 8.4037, -26.4378)
O (30.1268, 7.9653, -26.2753)
H (26.1753, 7.9009, -26.7791)
H (26.3727, 8.4783, -28.4094)
H (26.6727, 9.5714, -27.0798)
H (29.5416, 6.7358, -28.1979)
H (27.8729, 6.2619, -28.5383)
H (28.6335, 7.6379, -29.4114)
H (28.5476, 9.1680, -25.7970)
C (24.4240, 14.0274, -25.8940)
N (25.8620, 13.8790, -25.9511)
C (26.6418, 15.0227, -25.5586)
C (26.4235, 12.7262, -26.3737)
O (27.6230, 12.5236, -26.4718)
H (23.9945, 14.4399, -26.8087)
H (24.1386, 14.6142, -25.0182)
H (23.9140, 13.0750, -25.7089)
H (26.4672, 15.2264, -24.4961)
H (27.7048, 14.8480, -25.6783)
H (26.3126, 15.9182, -26.0861)
H (25.6545, 11.9565, -26.5566)
C (32.0520, 10.7240, -25.2993)
C (32.7544, 9.5300, -24.6841)
C (33.2214, 9.8342, -23.2568)
C (32.1738, 10.4409, -22.4182)
N (31.3620, 10.9167, -21.7632)
H (32.6809, 11.6108, -25.1821)
H (31.1128, 10.9273, -24.7807)
H (31.7689, 10.6115, -26.3431)
H (33.6474, 9.2602, -25.2519)
H (32.1324, 8.6363, -24.7037)
H (34.0395, 10.5575, -23.2864)
H (33.5600, 8.9555, -22.7083)
C (26.6019, 13.0498, -22.4691)
C (27.9573, 12.6037, -23.0114)
C (28.2657, 11.1047, -23.0991)
C (27.1954, 10.3433, -23.7353)
N (26.3585, 9.8166, -24.3138)
H (25.7286, 12.9513, -23.1188)
H (26.5953, 14.1190, -22.2264)
H (26.3583, 12.6185, -21.4917)
H (28.7268, 13.1664, -22.4865)
H (28.0182, 12.9614, -24.0449)
H (28.4785, 10.6860, -22.1145)
H (29.1603, 10.9905, -23.7079)

The value obtained for the HOMO energy is -9.1 eV. Its spin multiplicity is 1. The SMILES is CN(C)C=O.CN(C)C=O.CN(C)C=O.CCCC#N.CCCC#N. As for the LUMO energy: 0.7 eV.

***

No. 2
Formula: C17H35NO2S4Se2Ti
Source: the OMol25 dataset
Level of theory: wB97M-V/def2-TZVPD

Element x y z (Å)
Ti (0.3653, 0.2422, 0.1584)
C (-0.3176, 3.9762, 0.2049)
C (-1.8116, 3.7457, -0.0261)
S (-2.0541, 2.6614, -1.4496)
C (-3.7476, 2.0814, -1.2420)
C (-4.0408, 1.2984, 0.0507)
S (-2.5620, 0.5654, 0.7433)
C (-3.2993, -0.4513, 2.0183)
C (-2.2029, -1.3143, 2.6931)
S (-0.4607, -0.7764, 2.5026)
C (-1.6184, 2.0212, 4.4234)
C (-0.6984, 2.9698, 4.4098)
S (0.6660, 2.6475, 0.9906)
H (-0.2447, 4.8329, 0.8827)
H (0.1510, 4.2904, -0.7349)
H (-2.3212, 4.6993, -0.2034)
H (-2.2319, 3.2613, 0.8565)
H (-3.8861, 1.4264, -2.1042)
H (-4.4567, 2.9072, -1.3424)
H (-4.7754, 0.5143, -0.1569)
H (-4.4791, 1.9680, 0.7989)
H (-4.0603, -1.0825, 1.5493)
H (-3.7985, 0.1878, 2.7540)
H (-2.3151, -2.3395, 2.3337)
H (-2.4085, -1.3229, 3.7662)
H (-1.5378, 1.1537, 5.0660)
H (-2.4444, 2.0341, 3.7206)
H (0.1781, 2.9094, 5.0447)
H (-0.7286, 3.7856, 3.6992)
O (1.7317, -5.3128, 1.5993)
C (2.3374, -4.8337, 0.3905)
C (1.9089, -3.3972, 0.0898)
C (2.7166, -2.9377, -1.1221)
O (2.6555, -3.8259, -2.2623)
C (2.2978, -2.5380, 1.3184)
Se (2.6488, -0.6070, 1.0784)
C (0.3781, -3.3997, -0.1566)
Se (-0.4270, -1.9593, -1.2477)
H (2.0438, -6.2095, 1.7401)
H (2.0294, -5.4888, -0.4345)
H (3.4330, -4.8645, 0.4881)
H (3.7611, -2.7847, -0.8270)
H (2.3214, -1.9853, -1.4589)
H (3.0355, -4.6663, -1.9928)
H (3.2060, -2.9559, 1.7630)
H (1.5047, -2.6047, 2.0593)
H (-0.1125, -3.3503, 0.8141)
H (0.0935, -4.3416, -0.6320)
C (2.9991, 0.7953, -2.7888)
C (1.5341, 1.2339, -2.6874)
C (0.7247, 0.6348, -3.8457)
C (1.4461, 2.7651, -2.7480)
N (0.9488, 0.8257, -1.4541)
H (3.5027, 1.2965, -3.6250)
H (3.0665, -0.2826, -2.9443)
H (3.5183, 1.0237, -1.8571)
H (1.1823, 0.9071, -4.8051)
H (-0.3012, 1.0098, -3.8179)
H (0.6923, -0.4515, -3.7518)
H (1.8754, 3.1213, -3.6916)
H (1.9847, 3.2076, -1.9076)
H (0.4037, 3.0835, -2.6899)

Its charge is -2. The value obtained for the HOMO energy (alpha / beta) is -0.3 / -0.8 eV. Its spin multiplicity is 3. As for the LUMO energy (alpha / beta): 4.3 / 4.3 eV.

***

No. 3
Formula: C17H36F8N4O11S2
Source: the OMol25 dataset
Level of theory: wB97M-V/def2-TZVPD

Element x y z (Å)
C (10.9157, 7.6932, 9.9788)
C (11.8738, 7.7763, 8.8382)
O (12.0650, 6.8574, 8.0936)
N (12.6323, 8.9673, 8.6717)
H (12.0730, 9.8498, 8.8966)
H (13.4749, 9.0188, 9.4489)
C (13.1334, 9.2354, 7.2655)
H (11.2159, 8.3314, 10.8123)
H (10.7372, 6.6553, 10.2275)
H (10.0040, 8.1423, 9.6056)
H (12.7369, 8.5135, 6.5893)
H (14.2091, 9.1487, 7.2075)
H (12.7310, 10.2050, 7.0079)
C (14.5319, 14.4739, 7.8760)
C (15.5944, 14.2250, 8.9694)
O (16.6007, 13.6537, 8.8487)
N (15.1229, 14.8204, 10.2371)
H (15.3286, 15.8067, 10.3410)
H (13.4345, 15.8701, 10.2630)
C (15.7095, 14.2209, 11.4274)
H (14.1141, 15.5123, 7.8886)
H (13.7184, 13.7804, 8.0337)
H (15.0847, 14.2290, 6.9715)
H (15.4648, 14.7854, 12.3435)
H (16.7894, 14.0538, 11.3192)
H (15.1464, 13.3379, 11.5376)
C (9.3731, 11.9858, 6.0306)
C (9.0704, 10.5578, 5.6212)
O (9.4674, 10.0712, 4.6002)
N (8.4031, 9.7978, 6.6101)
H (8.1940, 8.8223, 6.4114)
H (9.7602, 10.5228, 8.3002)
C (7.1204, 10.4542, 7.0696)
H (10.3971, 12.1716, 6.3173)
H (8.7011, 12.4203, 6.7774)
H (9.2035, 12.4949, 5.0687)
H (6.5813, 10.8127, 6.2075)
H (7.4887, 11.2337, 7.7124)
H (6.5431, 9.7488, 7.7010)
C (11.7826, 16.7821, 10.6345)
O (10.7952, 17.6744, 10.1013)
O (12.7391, 16.4896, 9.8262)
C (12.2928, 17.6110, 11.8578)
F (12.9516, 18.6659, 11.4852)
F (11.2568, 18.0137, 12.7000)
F (13.0862, 16.7877, 12.5906)
C (9.6169, 17.1765, 9.6432)
C (8.7836, 18.2408, 8.9490)
H (7.9266, 17.7334, 8.5095)
H (8.4597, 18.8407, 9.7717)
H (9.4123, 18.7822, 8.2310)
H (9.0558, 16.5862, 10.4156)
H (9.9369, 16.3957, 8.9248)
H (11.2397, 15.9449, 11.0925)
C (10.1396, 11.4177, 10.0701)
O (8.7494, 11.6635, 9.9201)
O (10.4832, 10.7032, 8.9298)
C (10.8365, 12.7859, 10.0750)
F (12.1351, 12.5998, 9.9785)
F (10.5363, 13.5797, 9.0552)
F (10.5524, 13.3992, 11.2251)
C (7.8464, 11.7812, 11.0450)
C (6.4882, 11.6055, 10.3860)
H (5.7479, 11.9758, 11.0985)
H (6.5795, 12.2568, 9.5440)
H (6.1578, 10.5841, 10.2072)
H (8.0339, 12.7374, 11.5479)
H (8.1049, 10.9274, 11.6744)
H (10.4761, 11.0273, 11.0966)
N (14.4706, 9.1816, 10.4545)
S (13.8318, 8.6237, 11.8001)
O (12.5525, 9.3156, 12.0725)
O (14.6426, 8.3041, 12.9213)
F (13.3768, 7.2490, 11.3291)
S (15.2725, 10.5192, 10.1182)
O (15.9460, 11.1388, 11.1621)
O (14.5604, 11.2695, 9.1897)
F (16.3996, 9.9527, 9.1137)

The value obtained for the HOMO energy is -9.8 eV. Its spin multiplicity is 1. As for the LUMO energy: 0.1 eV.

***

No. 4
Formula: C17H37ClN6O5P
Source: the OMol25 dataset
Level of theory: wB97M-V/def2-TZVPD

Element x y z (Å)
C (5.9536, -0.7741, -1.1853)
C (5.1744, 0.5316, -0.9669)
C (3.6750, 0.4412, -1.3056)
Cl (3.4958, -0.4260, -2.8403)
N (2.9304, -0.1856, -0.1483)
C (2.1099, -1.3881, -0.4928)
C (1.3348, -1.9593, 0.7210)
N (0.7707, -0.9754, 1.6090)
C (1.6670, 0.0919, 1.9207)
C (2.1407, 0.8298, 0.6330)
N (1.0543, 1.2809, -0.2293)
C (0.1068, 1.8316, 0.3178)
O (-0.9414, 2.0474, 0.7646)
P (3.2077, 2.2445, 1.2457)
O (4.0562, 1.7614, 2.3421)
H (5.3509, -1.6094, -0.8346)
H (6.8285, -0.7346, -0.5543)
H (6.2343, -0.8967, -2.2171)
H (5.5510, 1.3184, -1.6088)
H (5.3339, 0.8724, 0.0566)
H (3.3388, 1.4438, -1.4954)
H (3.6504, -0.5044, 0.5089)
H (1.3874, -1.1492, -1.2519)
H (2.7789, -2.1631, -0.8267)
H (0.5011, -2.5005, 0.2941)
H (1.9424, -2.6942, 1.2391)
H (-0.1360, -0.6547, 1.3078)
H (2.5718, -0.3187, 2.3745)
H (1.2454, 0.7891, 2.6363)
H (3.9954, 2.7242, 0.1782)
H (2.2971, 3.2748, 1.5710)
C (-1.4322, 2.2789, -5.2411)
O (-0.2364, 2.4494, -5.3875)
N (-2.0064, 1.8626, -4.0975)
C (-3.4468, 1.6705, -3.9670)
C (-1.1415, 1.6027, -2.9693)
H (-2.1558, 2.4551, -6.0529)
H (-3.8294, 2.3241, -3.1808)
H (-3.6566, 0.6376, -3.7085)
H (-3.9466, 1.9076, -4.8989)
H (-0.5937, 2.5131, -2.7107)
H (-0.4158, 0.8303, -3.2353)
H (-1.7297, 1.2730, -2.1142)
C (-6.5580, 0.0081, -3.2651)
O (-6.0032, 0.7465, -4.0585)
N (-7.4559, 0.4042, -2.3487)
C (-8.0847, -0.5268, -1.4304)
C (-7.8076, 1.8140, -2.2803)
H (-6.3610, -1.0772, -3.2388)
H (-9.1664, -0.5111, -1.5723)
H (-7.8561, -0.2421, -0.4015)
H (-7.7207, -1.5365, -1.6069)
H (-8.2194, 2.1380, -3.2361)
H (-6.9163, 2.4073, -2.0733)
H (-8.5413, 1.9740, -1.4952)
C (2.9736, -2.8176, 4.7064)
O (3.3217, -1.9937, 3.8732)
N (2.2265, -2.5448, 5.7809)
C (1.8481, -3.5689, 6.7394)
C (1.7814, -1.1772, 5.9933)
H (3.2605, -3.8784, 4.6334)
H (0.7607, -3.6431, 6.7882)
H (2.2331, -3.3091, 7.7263)
H (2.2553, -4.5330, 6.4443)
H (1.1796, -0.8512, 5.1433)
H (2.6450, -0.5169, 6.0770)
H (1.1889, -1.1182, 6.9017)

Its charge is +1. The value obtained for the HOMO energy is -10.9 eV. Its spin multiplicity is 1. As for the LUMO energy: -2.5 eV.

***

No. 5
Formula: C17H37N2O5P
Source: the OMol25 dataset
Level of theory: wB97M-V/def2-TZVPD

Element x y z (Å)
C (4.5597, 0.9040, 2.3498)
C (3.8043, 2.0988, 1.5713)
N (2.8289, 1.6587, 0.5288)
P (1.7456, 0.3383, 1.1108)
C (0.5043, 0.7644, -0.2591)
C (-0.9857, 1.0829, 0.2400)
C (-1.1871, 2.5271, 0.8923)
O (-0.2732, 3.1881, 1.4558)
N (-2.5835, 3.0932, 0.8289)
C (-3.5834, 2.0936, 1.2455)
C (-4.2743, 1.0621, 0.2834)
C (-5.3223, 0.0181, 0.7583)
C (-5.7837, -0.0556, 2.2528)
C (-5.1430, 0.9931, 3.2173)
C (-4.0687, 2.0281, 2.7375)
C (0.7530, -1.1636, 1.7404)
C (0.4444, -2.2944, 0.6393)
C (-1.0854, -2.2828, 0.0883)
O (1.3797, -2.3361, -0.4709)
H (4.8293, 0.0779, 1.5920)
H (3.8921, 0.4510, 3.1607)
H (5.5376, 1.2141, 2.8538)
H (3.3562, 2.8743, 2.3041)
H (4.6344, 2.6796, 1.0083)
H (3.3888, 1.3002, -0.2647)
H (1.7490, 0.9692, 2.4211)
H (2.8141, -0.5841, 0.7610)
H (0.4245, -0.0026, -1.1013)
H (0.8909, 1.7331, -0.7588)
H (-1.4347, 0.3201, 0.9578)
H (-1.6592, 1.0615, -0.7027)
H (-2.8096, 3.3289, -0.1581)
H (-4.0143, 1.0328, -0.8364)
H (-5.8230, -0.7460, 0.0579)
H (-6.5470, -0.8328, 2.6230)
H (-5.5069, 0.9578, 4.3062)
H (-3.6594, 2.7260, 3.5539)
H (1.4174, -1.6717, 2.5444)
H (-0.2020, -0.8485, 2.3166)
H (0.5509, -3.3116, 1.1867)
H (-1.3298, -3.3249, -0.3049)
H (-1.8342, -1.8682, 0.8426)
H (-1.1009, -1.5713, -0.8212)
H (1.0493, -2.9894, -1.1366)
C (1.5589, 0.3066, -3.9546)
O (2.4097, 0.2239, -2.8223)
H (1.8986, 1.1235, -4.5915)
H (1.5999, -0.6304, -4.5160)
H (0.5328, 0.5027, -3.6310)
H (2.0863, -0.5070, -2.2753)
C (-4.1138, -3.7784, -2.3118)
O (-3.5933, -2.5266, -1.8886)
H (-4.2870, -4.4019, -1.4343)
H (-5.0592, -3.6260, -2.8387)
H (-3.3955, -4.2731, -2.9705)
H (-3.4494, -1.9953, -2.6819)
C (5.7959, 0.7775, -2.0011)
O (5.4902, -0.5555, -1.6277)
H (6.8587, 0.9555, -1.8340)
H (5.5663, 0.9235, -3.0595)
H (5.2121, 1.4722, -1.3916)
H (4.5453, -0.6849, -1.7858)

The value obtained for the HOMO energy is -7.8 eV. Its spin multiplicity is 1. The SMILES is CCN[PH2](CCC(=O)Nc1ccccc1)C[C@@H](C)O.CO.CO.CO. As for the LUMO energy: 0.1 eV.

***

No. 6
Formula: C17H37NO5PS3
Source: the OMol25 dataset
Level of theory: wB97M-V/def2-TZVPD

Element x y z (Å)
O (1.7842, -6.9442, 2.6503)
C (1.1263, -5.9434, 2.2550)
O (0.4060, -5.1456, 3.2067)
C (1.0904, -5.6208, 0.6623)
C (1.7645, -4.1979, 0.2990)
P (0.5180, -2.9849, -0.5080)
C (-0.2419, -1.9833, 0.9028)
C (-1.6146, -1.2438, 0.5284)
C (-2.8201, -2.2148, 0.0977)
C (-3.0428, -3.4834, 1.0664)
N (-4.3635, -4.0935, 0.6540)
C (-4.4050, -4.7536, -0.6555)
C (-5.8605, -5.2593, -0.8676)
C (-6.5723, -4.8060, 0.4566)
C (-5.6175, -4.0557, 1.4124)
H (0.8132, -4.2517, 3.2836)
H (1.6128, -6.5136, 0.1657)
H (-0.0035, -5.6134, 0.2872)
H (2.6630, -4.3767, -0.4064)
H (2.2109, -3.7089, 1.2430)
H (1.3122, -2.1220, -1.3390)
H (-0.4337, -3.6519, -1.3399)
H (0.5233, -1.1441, 1.1402)
H (-0.4203, -2.6512, 1.8224)
H (-1.9675, -0.5117, 1.3479)
H (-1.3846, -0.5692, -0.3848)
H (-3.8023, -1.6043, 0.1452)
H (-2.7109, -2.5666, -0.9905)
H (-2.1994, -4.2582, 0.9776)
H (-3.1687, -3.2098, 2.1693)
H (-3.4923, -4.8479, -1.3376)
H (-6.2648, -5.8052, -1.7796)
H (-7.6720, -5.0020, 0.6719)
H (-5.7789, -3.5746, 2.4271)
C (-2.1520, 2.4560, -0.8560)
S (-0.3786, 2.5208, -0.5193)
O (-0.0245, 1.2903, 0.2649)
C (-0.4604, 3.8975, 0.6422)
H (-2.3439, 1.6294, -1.5418)
H (-2.7031, 2.2918, 0.0724)
H (-2.4687, 3.3910, -1.3205)
H (-1.1164, 3.6430, 1.4772)
H (-0.8328, 4.7855, 0.1280)
H (0.5443, 4.0919, 1.0172)
C (4.5006, 3.5564, -0.0466)
S (3.8407, 3.5878, 1.6326)
O (2.5292, 4.3045, 1.5842)
C (5.0621, 4.7406, 2.2946)
H (3.8626, 2.9172, -0.6586)
H (4.5086, 4.5648, -0.4637)
H (5.5127, 3.1482, -0.0325)
H (5.0352, 5.6762, 1.7330)
H (6.0558, 4.2937, 2.2335)
H (4.8189, 4.9384, 3.3393)
C (2.6457, 5.6597, -4.4636)
S (2.5758, 4.6751, -2.9517)
O (1.2546, 3.9713, -2.9381)
C (2.4570, 6.0775, -1.8199)
H (2.6861, 4.9807, -5.3160)
H (1.7558, 6.2868, -4.5419)
H (3.5434, 6.2805, -4.4536)
H (1.5787, 6.6788, -2.0619)
H (3.3611, 6.6849, -1.8955)
H (2.3639, 5.6931, -0.8022)

Its charge is +1. The value obtained for the HOMO energy is -10.1 eV. Its spin multiplicity is 1. As for the LUMO energy: -3.1 eV.

***

No. 7
Formula: C17H37NO6S2
Source: the OMol25 dataset
Level of theory: wB97M-V/def2-TZVPD

Element x y z (Å)
C (1.8184, -1.6382, 1.8277)
O (1.0151, -1.3267, 0.7045)
C (1.1957, -0.0075, 0.2254)
C (0.9014, 1.0978, 1.2518)
N (2.1480, 1.7596, 1.6959)
O (0.1236, 2.1286, 0.6998)
C (-1.2084, 1.7389, 0.3817)
C (-2.0678, 1.3885, 1.6049)
C (-3.3630, 2.1759, 1.6398)
C (-2.2939, -0.1309, 1.7001)
C (-2.7435, -0.5388, 3.0947)
C (-3.2668, -0.6465, 0.6360)
H (2.0103, -2.7013, 1.8475)
H (1.2902, -1.4003, 2.7539)
H (2.7517, -1.0806, 1.8260)
H (0.5310, 0.0934, -0.6255)
H (2.2073, 0.1436, -0.1483)
H (0.4096, 0.6827, 2.1313)
H (2.4862, 1.3408, 2.5524)
H (1.9122, 2.7318, 1.8623)
H (-1.6479, 2.5931, -0.1259)
H (-1.2245, 0.9276, -0.3425)
H (-1.4824, 1.6800, 2.4757)
H (-3.1526, 3.2379, 1.7217)
H (-3.9828, 1.9824, 0.7737)
H (-3.9196, 1.8986, 2.5286)
H (-1.3425, -0.6299, 1.5284)
H (-2.1111, -0.0864, 3.8504)
H (-3.7765, -0.2595, 3.2804)
H (-2.6766, -1.6190, 3.1869)
H (-2.9583, -1.6317, 0.3040)
H (-3.2870, 0.0043, -0.2332)
H (-4.2759, -0.7466, 1.0209)
O (1.1913, 6.3865, -1.7817)
S (1.2594, 5.1937, -2.5884)
O (0.1964, 4.8541, -3.5011)
C (2.8228, 5.1859, -3.4608)
C (3.7799, 4.4808, -2.5045)
C (3.0018, 3.2845, -1.9384)
C (1.6172, 3.7945, -1.5222)
H (3.1059, 6.2092, -3.6956)
H (2.6822, 4.6151, -4.3782)
H (4.6917, 4.1690, -3.0120)
H (4.0603, 5.1576, -1.6945)
H (2.8969, 2.5199, -2.7115)
H (3.5151, 2.8280, -1.0929)
H (0.8419, 3.0469, -1.6530)
H (1.6090, 4.1518, -0.4961)
O (-2.5667, -4.1228, -0.1456)
S (-1.5336, -5.0506, 0.2432)
O (-1.5651, -5.6964, 1.5316)
C (-1.3598, -6.2835, -1.0425)
C (-0.3320, -5.6844, -1.9979)
C (0.7634, -5.0773, -1.1096)
C (0.0627, -4.2708, -0.0093)
H (-2.3310, -6.4663, -1.4960)
H (-0.9867, -7.1934, -0.5737)
H (0.0663, -6.4371, -2.6766)
H (-0.7978, -4.9013, -2.5999)
H (1.3556, -5.8787, -0.6626)
H (1.4436, -4.4469, -1.6805)
H (0.6073, -4.2868, 0.9298)
H (-0.1176, -3.2430, -0.3104)

The value obtained for the HOMO energy is -9.6 eV. Its spin multiplicity is 1. The SMILES is COC[C@@H](N)OC[C@@H](C)C(C)C.O=S1(=O)CCCC1.O=S1(=O)CCCC1. As for the LUMO energy: 0.5 eV.